# 1
{"formula": "C6H4AsO6S6Tc", "method": "ωB97M-V/def2-TZVPD", "e_above_lowest_ev": 2.0069, "spin_multiplicity": 1, "total_energy_ha": -5387.41927, "total_charge": 2, "orbital_gap_ev": 6.723, "e_lumo_ev": -9.3765, "symbols": ["Tc", "As", "S", "S", "S", "S", "S", "S", "O", "O", "O", "O", "O", "O", "C", "C", "C", "C", "C", "C", "H", "H", "H", "H"], "xyz": [[1.8273, -0.6828, 1.2049], [3.9099, -3.9556, 0.7812], [3.8931, -3.5221, -1.1800], [3.4204, -1.8875, 1.8830], [4.0578, -5.3578, 2.1769], [1.1110, -1.9217, -0.4410], [-1.1196, -1.0603, 1.0115], [1.0970, 0.7211, -1.3295], [-2.3336, -1.5706, 1.4865], [-0.5383, -2.0218, -0.1267], [2.0872, 0.7505, -0.2038], [0.9916, -0.8400, -1.7027], [-0.0030, -0.9733, 2.0120], [1.4336, 1.4483, -2.4771], [-2.5189, 1.1123, 0.6211], [-2.8895, 2.3612, 0.1209], [-0.8869, 2.4148, -1.2010], [-0.4916, 1.1852, -0.6989], [-2.0825, 3.0049, -0.7882], [-1.3302, 0.5158, 0.2335], [-3.8236, 2.8011, 0.4426], [-0.2662, 2.9203, -1.9281], [-3.1788, 0.5947, 1.3041], [-2.3660, 3.9633, -1.2012]]}



# 2
{"formula": "C6H4Br2F2", "method": "ωB97M-V/def2-TZVPD", "e_above_lowest_ev": 0.0000, "spin_multiplicity": 1, "total_energy_ha": -5578.75837, "smiles": "FC1=C(Br)[C@H](F)[C@@H](Br)C=C1", "total_charge": 0, "orbital_gap_ev": 8.725, "e_lumo_ev": -0.3250, "symbols": ["Br", "Br", "F", "F", "C", "C", "C", "C", "C", "C", "H", "H", "H", "H"], "xyz": [[3.2527, 0.3109, 0.2881], [-0.9875, 2.4835, -0.2825], [1.7124, -1.3114, -1.9150], [0.2837, -0.5445, 2.1177], [0.3897, 0.4526, 1.1824], [-1.3947, -0.3031, -0.4306], [-0.4949, -0.9821, -1.1465], [-0.9848, 0.6981, 0.5887], [1.4368, -0.0591, 0.0319], [0.9230, -0.7780, -0.9712], [-0.7849, -1.6789, -1.9169], [-2.4511, -0.3960, -0.6303], [0.8109, 1.3292, 1.6836], [-1.7112, 0.7786, 1.4005]]}



# 3
{"formula": "C6H4BrN2Se4TaTe", "method": "ωB97M-V/def2-TZVPD", "e_above_lowest_ev": 0.5003, "spin_multiplicity": 1, "total_energy_ha": -12844.81272, "total_charge": 2, "orbital_gap_ev": 6.726, "e_lumo_ev": -8.7531, "symbols": ["Ta", "Te", "Br", "Se", "Se", "Se", "Se", "N", "N", "C", "C", "C", "C", "C", "C", "H", "H", "H", "H"], "xyz": [[1.4955, -1.1354, -0.4377], [-0.4649, -3.0760, -1.2669], [1.5476, 1.4164, 0.4582], [1.5677, -3.6596, 0.2394], [0.5843, -1.3761, -2.7757], [1.3889, -2.0345, 1.9144], [6.1520, -0.5032, -1.3386], [-0.7296, 0.0615, 0.1124], [3.3303, -0.8870, -0.7954], [-2.9700, 0.8308, 0.3736], [-2.5204, 2.0701, 0.8021], [4.5322, -0.7225, -1.0292], [-1.1521, 2.3113, 0.8764], [-0.3540, 1.2624, 0.5073], [-2.0501, -0.1486, 0.0453], [-3.2179, 2.8503, 1.0777], [-4.0266, 0.6160, 0.2980], [-2.3685, -1.1338, -0.2626], [-0.7446, 3.2577, 1.2015]]}



# 4
{"formula": "C6H4Cl2F12NaO12S4", "method": "ωB97M-V/def2-TZVPD", "e_above_lowest_ev": 4.1060, "spin_multiplicity": 1, "total_energy_ha": -5007.80803, "total_charge": -3, "orbital_gap_ev": 5.376, "e_lumo_ev": 3.9603, "symbols": ["Cl", "Cl", "S", "S", "S", "S", "Na", "F", "F", "F", "F", "F", "F", "F", "F", "F", "F", "F", "F", "O", "O", "O", "O", "O", "O", "O", "O", "O", "O", "O", "O", "C", "C", "C", "C", "C", "C", "H", "H", "H", "H"], "xyz": [[-19.4577, 19.8040, 0.0898], [-16.6834, 22.8212, 1.3428], [-21.5607, 27.2247, 1.3388], [-16.3581, 31.1578, -0.2658], [-19.2103, 24.5834, 7.4417], [-19.2972, 30.8630, 6.0570], [-16.4031, 27.0740, 3.6017], [-17.8052, 32.1891, 7.9360], [-22.1998, 24.9893, 0.0383], [-15.5509, 29.6807, -2.4086], [-17.4488, 24.4491, 9.5019], [-19.7796, 31.7019, 8.5900], [-19.4848, 33.3125, 7.0483], [-17.7416, 30.2030, -2.1898], [-21.3369, 26.4693, -1.3260], [-17.8108, 26.4644, 8.7286], [-19.3381, 25.4389, 9.9768], [-23.2926, 26.7150, -0.5943], [-16.3050, 31.7010, -2.7674], [-17.7420, 31.5868, 0.0674], [-18.3404, 24.9282, 6.3450], [-15.4380, 32.3028, -0.2101], [-17.9812, 30.2013, 5.8950], [-19.6945, 31.6306, 4.8595], [-20.4572, 30.0303, 6.4339], [-20.5242, 25.2845, 7.3448], [-21.6522, 28.6654, 1.0255], [-15.9146, 29.9139, 0.4606], [-22.4237, 26.8519, 2.4808], [-19.3261, 23.1044, 7.6425], [-20.1416, 26.8724, 1.5804], [-19.0912, 32.1352, 7.5222], [-17.9290, 20.7075, 0.4844], [-18.1902, 22.0571, 1.0707], [-22.1018, 26.2668, -0.2428], [-16.4693, 30.6067, -2.0407], [-18.3430, 25.2824, 9.0033], [-17.3093, 20.1119, 1.1548], [-18.7458, 22.6615, 0.3537], [-17.3325, 20.7923, -0.4239], [-18.8348, 21.9711, 1.9454]]}



# 5
{"formula": "C6H4ClF2NO4S", "method": "ωB97M-V/def2-TZVPD", "spin_multiplicity": 1, "total_energy_ha": -1644.67913, "smiles": "O=[N+]([O-])[C@@]1(F)C=C(F)C=C[C@@H]1S(=O)(=O)Cl", "total_charge": 0, "orbital_gap_ev": 8.350, "e_lumo_ev": -1.4846, "symbols": ["Cl", "S", "F", "F", "O", "O", "O", "O", "N", "C", "C", "C", "C", "C", "C", "H", "H", "H", "H"], "xyz": [[-0.1769, -0.1198, 3.6612], [1.0160, 0.2417, 1.9949], [1.2797, -1.3304, -2.7217], [-1.2998, -1.2215, 1.2307], [-2.7999, 0.7694, 0.0360], [-2.6945, -0.8197, -1.4603], [1.7609, 1.4214, 2.3342], [1.6744, -0.9491, 1.6326], [-2.3009, -0.1113, -0.5842], [-0.7798, -0.5627, 0.1194], [1.1500, 0.6621, -1.5073], [-0.1435, 0.7191, 0.5451], [0.7766, 1.2609, -0.4028], [0.7686, -0.7169, -1.6198], [-0.0143, -1.3918, -0.7627], [-0.0980, -2.5192, -1.0478], [0.9298, 2.2173, -0.0864], [-0.8054, 1.4356, 0.9715], [1.7569, 1.0150, -2.3327]]}



# 6
{"formula": "C6H4ClFN2", "method": "ωB97M-V/def2-TZVPD", "e_above_lowest_ev": 3.4673, "spin_multiplicity": 1, "total_energy_ha": -900.39918, "smiles": "C=C/N=C(/Cl)C#N.C#CF", "total_charge": 0, "orbital_gap_ev": 9.069, "e_lumo_ev": -0.5585, "symbols": ["Cl", "F", "N", "N", "C", "C", "C", "C", "C", "C", "H", "H", "H", "H"], "xyz": [[3.4300, -0.0835, -0.0932], [-2.8125, 0.0588, -1.8572], [0.7960, -1.7056, -1.9565], [1.0060, 0.3826, 0.8619], [-1.5649, 0.4585, -1.8028], [-0.7147, -0.3354, 2.3133], [-0.5456, 1.0262, -1.9777], [-0.2792, 0.3928, 1.3110], [1.6685, -0.2852, 0.0259], [1.1755, -1.0796, -1.0905], [0.4030, 1.3099, -1.8980], [-1.6521, -0.1167, 2.7080], [-0.7985, 1.0134, 0.6700], [-0.1115, -1.0363, 2.7858]]}



# 7
{"formula": "C6H4F3NO2Si", "method": "ωB97M-V/def2-TZVPD", "spin_multiplicity": 1, "total_energy_ha": -1025.33531, "total_charge": 0, "orbital_gap_ev": 8.311, "e_lumo_ev": -1.6454, "symbols": ["Si", "F", "F", "F", "O", "O", "N", "C", "C", "C", "C", "C", "C", "H", "H", "H", "H"], "xyz": [[-2.3361, -1.0713, -0.1444], [-3.0699, -0.5068, 1.1355], [-3.4765, -0.9994, -1.2565], [-2.0477, -2.6187, -0.0326], [1.0898, -0.7319, 3.1378], [-0.6887, -1.4857, 2.1643], [0.3381, -0.8382, 2.1840], [0.7106, -0.1422, 1.0392], [1.8010, 0.5185, 0.6711], [1.0038, 1.2490, -1.5811], [1.9215, 1.1950, -0.5880], [-0.8795, -0.0896, -0.6887], [-0.2992, 0.6373, -1.6211], [2.8594, 1.7095, -0.7466], [-0.8554, 0.8047, -2.5439], [1.2671, 1.8121, -2.4659], [2.6618, 0.5578, 1.3368]]}



# 8
{"formula": "C6H4HgNO2", "method": "ωB97M-V/def2-TZVPD", "spin_multiplicity": 2, "total_energy_ha": -589.64293, "total_charge": 0, "orbital_gap_ev": [9.394, 5.413], "s_squared": 0.76, "e_lumo_ev": [0.1789, -3.5278], "symbols": ["Hg", "O", "O", "N", "C", "C", "C", "C", "C", "C", "H", "H", "H", "H"], "xyz": [[3.1758, 1.0974, 1.7088], [-1.2850, -0.4442, 2.7491], [0.8589, 0.2967, 2.9102], [0.9934, 0.3434, 0.1152], [-1.1809, -0.4081, -1.3501], [-0.1920, -0.0664, 2.3699], [-1.2351, -0.4267, 0.0343], [-0.0152, -0.0053, -1.9876], [-0.0909, -0.0313, 0.7161], [1.0684, 0.3692, -1.2134], [2.0039, 0.6925, -1.6525], [-2.0471, -0.7074, -1.9261], [-2.1069, -0.7279, 0.5924], [0.0527, 0.0180, -3.0664]]}



- Number 7 is which compound?
  C6H4F3NO2Si



Copy entry 6 word for word.
{"formula": "C6H4ClFN2", "method": "ωB97M-V/def2-TZVPD", "e_above_lowest_ev": 3.4673, "spin_multiplicity": 1, "total_energy_ha": -900.39918, "smiles": "C=C/N=C(/Cl)C#N.C#CF", "total_charge": 0, "orbital_gap_ev": 9.069, "e_lumo_ev": -0.5585, "symbols": ["Cl", "F", "N", "N", "C", "C", "C", "C", "C", "C", "H", "H", "H", "H"], "xyz": [[3.4300, -0.0835, -0.0932], [-2.8125, 0.0588, -1.8572], [0.7960, -1.7056, -1.9565], [1.0060, 0.3826, 0.8619], [-1.5649, 0.4585, -1.8028], [-0.7147, -0.3354, 2.3133], [-0.5456, 1.0262, -1.9777], [-0.2792, 0.3928, 1.3110], [1.6685, -0.2852, 0.0259], [1.1755, -1.0796, -1.0905], [0.4030, 1.3099, -1.8980], [-1.6521, -0.1167, 2.7080], [-0.7985, 1.0134, 0.6700], [-0.1115, -1.0363, 2.7858]]}